Formula: CHF3N3
Source: OMol25
Level of theory: wB97M-V/def2-TZVPD

LUMO, eV: -7.39
Relative energy (zero: lowest compared OMol25 entry of this formula, charge and spin), kcal per mole: 126.2
E_tot, eV: -13656.0223
Charge: +1
Highest occupied orbital energy, eV: -16.63
Kohn-Sham gap, eV: 9.239

Last column: Mulliken charge in e.
Atoms and positions in Å:
C (1.095979, 0.309034, 1.214007)  0.81
N (-0.060999, 0.062453, 1.645644)  -0.32
N (-0.084571, 0.563450, 0.254303)  -0.07
N (-0.557263, -0.137920, -0.721316)  0.26
F (2.308021, 0.570496, 1.234004)  -0.07
F (-0.189405, 0.346922, -1.903136)  -0.03
F (-0.374618, -1.541825, -0.788646)  -0.12
H (-2.137144, -0.172610, -0.934860)  0.54

Force components x, y, z for each atom (eV/Å):
-3.4 0.0 -1.7
1.5 -0.7 1.0
2.5 2.7 1.1
-6.2 -2.6 -1.9
0.0 -0.3 0.3
0.8 0.1 0.0
0.8 0.5 0.2
4.1 0.3 1.0

=====

Formula: CHF3O2S
Source: OMol25
Level of theory: wB97M-V/def2-TZVPD

LUMO (alpha / beta), eV: -0.99 / -2.85
Relative energy (zero: lowest compared OMol25 entry of this formula, charge and spin), kcal per mole: 100.3
E_tot, eV: -24131.1835
Charge: 0
Highest occupied orbital energy (alpha / beta), eV: -10.65 / -10.32
Kohn-Sham gap (alpha / beta), eV: 9.660 / 7.468

Last column: Mulliken charge in e.
Atoms and positions in Å:
C (-1.087275, -0.839144, 1.122727)  0.48
O (1.356413, -0.108414, -2.104191)  -0.41
O (1.914061, 1.416727, -0.180461)  -0.44
F (-0.865246, -0.055352, 2.178869)  -0.15
F (-0.447323, -1.967724, 1.357576)  -0.16
F (-2.387824, -0.902317, 0.725685)  -0.17
S (0.899463, 0.759883, -1.014113)  0.63
H (0.617731, 1.696341, -2.086091)  0.21

Force components x, y, z for each atom (eV/Å):
0.2 0.8 0.1
0.0 -1.3 0.4
-1.3 -0.8 -0.3
-0.9 -0.1 -0.7
-1.1 -0.2 -0.6
1.9 -0.4 1.1
1.9 2.0 -1.3
-0.6 0.1 1.3

=====

Formula: CHF3S2
Source: OMol25
Level of theory: wB97M-V/def2-TZVPD

LUMO, eV: -0.37
Relative energy (zero: lowest compared OMol25 entry of this formula, charge and spin), kcal per mole: 18.1
E_tot, eV: -30874.8180
Charge: 0
Highest occupied orbital energy, eV: -9.43
Kohn-Sham gap, eV: 9.061

Last column: Mulliken charge in e.
Atoms and positions in Å:
C (-1.125170, -0.371739, -0.129713)  0.57
F (-0.743494, -0.989569, 1.001274)  -0.17
F (-1.344226, -1.196443, -1.057661)  -0.15
F (-2.215852, 0.416877, 0.156980)  -0.19
S (2.044255, 1.111797, 0.698159)  -0.10
S (0.696797, 0.867982, -0.762295)  -0.14
H (2.687693, 0.161096, 0.093254)  0.19

Force components x, y, z for each atom (eV/Å):
2.5 3.6 2.6
-0.5 0.2 -0.6
-0.8 -1.2 -1.6
1.5 -1.2 -0.7
-0.7 0.2 0.4
-3.4 -0.7 -0.3
1.3 -0.9 0.2

=====

Formula: CHF4NO4RhS2
Source: OMol25
Level of theory: wB97M-V/def2-TZVPD

LUMO (alpha / beta), eV: -6.70 / -9.79
E_tot, eV: -46264.9657
Charge: +1
Highest occupied orbital energy (alpha / beta), eV: -15.50 / -16.21
2S+1: 5
Kohn-Sham gap (alpha / beta), eV: 8.797 / 6.422

Last column: Mulliken spin population.
Atoms and positions in Å:
Rh (0.894694, 2.266863, 0.122940)  2.70
N (0.812517, -0.784057, 0.260711)  0.35
S (1.529039, 0.115048, -1.138459)  0.09
O (2.922444, -0.398496, -1.082750)  0.30
O (0.893284, -0.149606, -2.449366)  0.21
S (-0.619475, -0.304502, 0.724655)  0.00
O (-0.570548, 1.212165, 0.714303)  0.23
O (-1.010352, -0.906482, 1.988097)  0.06
C (-2.082771, -0.584784, -0.391678)  0.01
F (-1.990679, 0.182542, -1.460758)  0.00
F (-2.107034, -1.859641, -0.730629)  0.00
F (-3.194628, -0.266457, 0.247936)  0.00
F (2.466188, 1.333867, 1.770046)  0.06
H (2.057318, 0.143544, 1.424955)  -0.01

Force components x, y, z for each atom (eV/Å):
2.1 0.8 0.5
0.7 0.9 -0.7
2.3 -4.0 -3.6
-2.0 1.7 0.8
0.0 1.1 2.7
-1.2 -1.5 3.4
-1.9 0.3 0.7
1.0 1.1 -2.3
-1.1 -0.5 -0.9
0.4 0.1 -0.1
0.3 0.3 0.2
0.7 -0.1 0.3
-2.5 -4.2 -2.3
1.3 4.0 1.2

=====

Formula: CHF4PS2
Source: OMol25
Level of theory: wB97M-V/def2-TZVPD

LUMO (alpha / beta), eV: -2.19 / -1.49
Relative energy (zero: lowest compared OMol25 entry of this formula, charge and spin), kcal per mole: 46.1
E_tot, eV: -42881.1593
Charge: 0
Highest occupied orbital energy (alpha / beta), eV: -8.75 / -9.32
Kohn-Sham gap (alpha / beta), eV: 6.565 / 7.825

Last column: Mulliken charge in e.
Atoms and positions in Å:
C (-0.937307, -0.907318, 0.142083)  0.63
F (-0.018807, -1.261262, 1.045492)  -0.20
F (-1.851840, -1.862120, 0.280466)  -0.23
F (-0.505520, -0.976822, -1.161677)  -0.19
F (-2.450285, 0.798243, -0.812717)  -0.23
P (-1.671508, 0.778468, 0.598321)  0.24
S (2.689622, 0.882055, 0.659115)  -0.08
S (1.275885, 1.949214, -0.340763)  -0.13
H (3.469758, 0.599539, -0.410317)  0.19

Force components x, y, z for each atom (eV/Å):
-0.3 0.1 -0.2
1.3 0.3 -0.4
-1.1 -0.5 -0.5
0.2 0.0 1.6
-0.2 0.5 0.4
0.3 -0.4 -1.1
-0.6 0.7 -0.9
0.5 -0.6 0.8
-0.1 -0.2 0.2

=====

Formula: CHF5N2
Source: OMol25
Level of theory: wB97M-V/def2-TZVPD

LUMO, eV: 0.89
Relative energy (zero: lowest compared OMol25 entry of this formula, charge and spin), kcal per mole: 144.4
E_tot, eV: -17614.4640
Charge: 0
Highest occupied orbital energy, eV: -11.23
Kohn-Sham gap, eV: 12.115

Last column: Mulliken charge in e.
Atoms and positions in Å:
C (0.209741, -0.436308, -0.045760)  0.83
N (-1.305439, -0.086248, -0.110705)  -0.26
N (0.946603, 0.742112, -0.592845)  0.12
F (0.603218, -0.728639, 1.194469)  -0.25
F (0.600407, -1.450573, -0.818500)  -0.22
F (-2.032340, -1.201527, -0.265858)  -0.15
F (0.300148, 1.944824, -0.245713)  -0.18
F (2.112309, 0.799489, 0.142190)  -0.16
H (-1.434645, 0.416866, 0.742724)  0.27

Force components x, y, z for each atom (eV/Å):
-2.0 0.4 0.0
4.7 0.9 -2.0
0.2 0.8 -0.3
-0.2 0.0 0.3
-0.8 0.4 0.1
-0.7 -1.2 0.7
0.2 -1.1 0.3
-0.2 0.1 -0.2
-1.1 -0.3 1.1

=====

Formula: CHFIPS
Source: OMol25
Level of theory: wB97M-V/def2-TZVPD

LUMO (alpha / beta), eV: -1.37 / -1.40
Relative energy (zero: lowest compared OMol25 entry of this formula, charge and spin), kcal per mole: 70.2
E_tot, eV: -31992.3823
Charge: 0
Highest occupied orbital energy (alpha / beta), eV: -7.48 / -7.46
Kohn-Sham gap (alpha / beta), eV: 6.115 / 6.062

Last column: Mulliken charge in e.
Atoms and positions in Å:
C (0.042559, 1.377706, 0.002872)  0.05
F (0.137853, 2.591713, 0.548001)  -0.16
P (-0.316516, -2.424434, 0.831198)  -0.05
S (-0.288731, -0.006378, 0.950403)  -0.14
I (0.397589, -3.078852, -1.323169)  -0.03
H (0.027246, 1.540245, -1.009305)  0.33

Force components x, y, z for each atom (eV/Å):
-1.1 -2.2 3.5
0.0 -0.7 0.6
0.0 1.5 0.1
0.7 2.1 -1.1
0.1 -0.1 -0.5
0.3 -0.6 -2.6

=====

Formula: CHFLiO3Tl
Source: OMol25
Level of theory: wB97M-V/def2-TZVPD

LUMO (alpha / beta), eV: -23.62 / -25.84
Relative energy (zero: lowest compared OMol25 entry of this formula, charge and spin), kcal per mole: 6.4
E_tot, eV: -14745.3296
Charge: +4
Highest occupied orbital energy (alpha / beta), eV: -34.42 / -30.58
Kohn-Sham gap (alpha / beta), eV: 10.791 / 4.736

Last column: Mulliken charge in e.
Atoms and positions in Å:
Li (2.503610, -2.017837, 0.244234)  0.99
O (0.695331, 0.251289, -0.018086)  0.12
H (1.227015, 0.402790, 1.348346)  0.59
O (-1.407642, 0.794469, -0.054990)  -0.18
O (1.218909, -0.634056, 0.924446)  -0.02
C (-0.501619, 0.191984, -0.564793)  0.85
F (-0.564710, -0.445388, -1.661641)  0.06
Tl (-3.170893, 1.456750, -0.217516)  1.59

Force components x, y, z for each atom (eV/Å):
1.7 -1.7 -0.3
2.1 0.4 0.1
2.1 -2.6 2.0
5.5 -1.5 1.7
-2.0 4.5 0.4
-2.0 -2.8 -4.5
0.2 0.7 1.2
-7.5 2.9 -0.7

=====

Formula: CHFN2
Source: OMol25
Level of theory: wB97M-V/def2-TZVPD

LUMO, eV: -0.09
Relative energy (zero: lowest compared OMol25 entry of this formula, charge and spin), kcal per mole: 56.5
E_tot, eV: -6745.7557
Charge: 0
Highest occupied orbital energy, eV: -11.04
Kohn-Sham gap, eV: 10.951

Last column: Mulliken charge in e.
Atoms and positions in Å:
C (-0.006773, -0.218381, -0.006249)  0.32
N (0.595762, 0.898077, 0.610508)  -0.17
N (0.641874, 0.868898, -0.626122)  -0.17
F (0.500449, -1.439327, 0.049492)  -0.20
H (-1.731312, -0.109266, -0.027628)  0.22

Force components x, y, z for each atom (eV/Å):
-5.3 1.0 0.0
0.3 -0.2 0.6
0.3 -0.2 -0.6
0.1 0.1 0.0
4.7 -0.7 0.0

=====

Formula: CHFNO3S
Source: OMol25
Level of theory: wB97M-V/def2-TZVPD

LUMO, eV: 4.27
Relative energy (zero: lowest compared OMol25 entry of this formula, charge and spin), kcal per mole: 13.1
E_tot, eV: -22240.0432
Charge: -1
Highest occupied orbital energy, eV: -5.49
Kohn-Sham gap, eV: 9.761

Last column: Mulliken charge in e.
Atoms and positions in Å:
C (-0.832829, 1.033585, 0.008291)  0.44
N (0.411833, 0.864954, 0.099864)  -0.70
O (-2.240547, -0.395284, -1.445938)  -0.64
O (-3.097470, 0.125372, 0.802947)  -0.63
O (-1.336119, -1.454455, 0.417710)  -0.71
F (-1.348474, 2.235097, -0.380685)  -0.25
S (-2.045659, -0.297868, -0.032207)  1.11
H (0.404855, -0.202788, 0.216426)  0.37

Force components x, y, z for each atom (eV/Å):
0.7 0.4 -0.9
-1.0 -1.5 0.1
-1.1 0.6 -1.5
-2.2 0.9 1.2
1.2 -1.1 1.4
0.4 -0.4 0.7
1.4 -0.4 -1.2
0.6 1.6 0.2